# 1
Molecular formula: C34H36ClN5O4SW
Method: DFT, the ωB97M-V functional and the def2-TZVPD basis

Each line ends with the Löwdin charge.
CARTESIAN COORDINATES (ANGSTROEM)
W  -0.55063  -0.12372  -0.15779  1.88
C  2.29658  1.78723  -3.61285  -0.19
C  2.47162  1.78864  -2.09911  -0.17
C  1.17323  2.22921  -1.40338  -0.22
N  0.81690  1.48216  -0.20293  -0.12
C  1.29416  1.95354  0.95937  -0.21
C  2.34132  2.88767  1.00799  0.01
C  2.84196  3.65803  2.05052  -0.06
C  2.43199  3.75291  3.36276  -0.09
C  1.44753  2.96956  3.95363  -0.06
C  0.74766  1.90596  3.43296  0.00
C  0.75159  1.31753  2.14370  -0.23
N  0.16172  0.16265  1.90646  -0.09
C  -0.07802  -0.73112  3.03343  -0.18
C  0.24029  -2.15879  2.61612  -0.16
C  1.25192  -2.18596  1.50282  -0.25
N  0.77374  -1.64007  0.21816  -0.12
C  1.43377  -2.19349  -0.85278  -0.30
C  2.58104  -2.96127  -0.70736  -0.04
C  3.26496  -3.78641  -1.60451  -0.06
C  2.93151  -4.12716  -2.88691  -0.07
C  1.91051  -3.53476  -3.63502  -0.04
C  1.16388  -2.43080  -3.33130  0.01
C  1.05703  -1.66374  -2.13795  -0.26
N  0.49066  -0.46811  -2.09588  -0.06
C  0.26218  0.17999  -3.40859  -0.21
C  1.55323  0.56157  -4.13526  -0.16
H  3.27176  1.82559  -4.10363  0.11
H  1.77188  2.70339  -3.90573  0.12
H  3.28520  2.46653  -1.82966  0.10
H  2.76008  0.79546  -1.74842  0.12
H  0.33039  2.15844  -2.08009  0.09
H  1.23834  3.29144  -1.14947  0.12
H  2.84838  3.04121  0.06820  0.09
H  3.65861  4.31322  1.76661  0.11
H  2.91375  4.49878  3.98119  0.10
H  1.20508  3.20848  4.98349  0.11
H  0.03355  1.46123  4.11329  0.11
H  -1.08811  -0.63065  3.44198  0.12
H  0.61704  -0.45594  3.82929  0.12
H  -0.61491  -2.74014  2.30355  0.07
H  0.66828  -2.69074  3.46832  0.13
H  1.46046  -3.24164  1.33974  0.06
H  2.16693  -1.65395  1.79184  0.14
H  3.01193  -2.98192  0.28101  0.10
H  4.12429  -4.29205  -1.18000  0.11
H  3.50568  -4.91134  -3.36331  0.11
H  1.72889  -3.95630  -4.61694  0.12
H  0.50887  -2.10288  -4.12700  0.12
H  -0.38241  1.03939  -3.28195  0.08
H  -0.32616  -0.47670  -4.04586  0.10
H  1.30382  0.72600  -5.18668  0.12
H  2.23347  -0.29390  -4.11777  0.11
C  -3.37435  -2.95863  1.93753  -0.02
C  -4.21003  -2.13660  2.67483  -0.03
C  -4.02092  -0.77419  2.60762  0.00
C  -3.00679  -0.24373  1.81589  -0.21
N  -2.20129  -1.05082  1.08741  -0.01
C  -2.39739  -2.38393  1.15671  -0.18
C  -2.74251  1.18533  1.69155  -0.18
C  -3.50003  2.15072  2.35922  -0.02
C  -3.26168  3.49388  2.14716  -0.08
C  -2.28072  3.86149  1.23505  -0.06
C  -1.52891  2.89522  0.58587  -0.08
C  -1.71234  1.53504  0.82564  -0.16
H  -3.46195  -4.03552  1.94044  0.12
H  -5.00169  -2.55013  3.28617  0.12
H  -4.66312  -0.10933  3.16242  0.11
H  -1.76446  -3.05384  0.56991  -0.01
H  -4.29000  1.86386  3.03939  0.10
H  -3.84673  4.24356  2.66256  0.10
H  -2.10382  4.90762  1.01842  0.11
H  -0.80118  3.22998  -0.13885  0.09
O  -2.08764  -1.13433  -2.69126  -0.27
S  -2.81033  0.25767  -2.44036  0.47
O  -2.81133  0.95576  -3.68184  -0.24
O  -1.79666  0.87556  -1.47899  -0.47
O  -4.04470  0.01885  -1.76199  -0.24
Cl  -0.16497  -4.53581  -0.16000  -0.13
C  -1.69768  -1.68220  -1.42926  -0.23
H  -1.09242  -2.56839  -1.61192  0.03
H  -2.62175  -1.98931  -0.95764  0.06

## Properties
Energy relative to the best compared isomer or geometry (same formula, charge and spin) (kcal/mol): 5.68
Calculated total energy (Eh): -2817.3858
Highest occupied orbital energy (eV): -7.46

# 2
Molecular formula: C34H36N4O3
Method: DFT, the ωB97M-V functional and the def2-TZVPD basis

Each line ends with the Löwdin charge.
CARTESIAN COORDINATES (ANGSTROEM)
C  -5.14337  -0.47762  2.64082  -0.04
C  -3.70666  -0.98088  2.53831  -0.22
O  -3.28747  -1.14212  1.19960  -0.05
C  -3.79385  -2.15692  0.44514  -0.22
C  -4.47651  -3.25984  0.93960  -0.01
C  -4.92357  -4.24980  0.08026  -0.08
C  -4.70042  -4.15348  -1.27890  -0.09
C  -4.02259  -3.05454  -1.77980  -0.03
C  -3.56544  -2.05755  -0.93793  -0.13
C  -2.91679  -0.81265  -1.49442  -0.11
C  -3.72111  0.37194  -1.04130  -0.15
C  -3.24161  1.49359  -0.42751  -0.11
C  -4.36853  2.29863  -0.09084  -0.12
C  -4.52954  3.52942  0.54473  -0.03
C  -5.80508  4.01638  0.72196  -0.10
C  -6.92427  3.30604  0.27938  -0.10
C  -6.79605  2.08820  -0.35464  -0.03
C  -5.51375  1.58881  -0.53577  -0.21
N  -5.08846  0.42596  -1.11611  0.16
H  -5.67639  -0.30119  -1.48645  0.17
H  -7.66071  1.53849  -0.69648  0.11
H  -7.90804  3.72186  0.43850  0.10
H  -5.95148  4.96734  1.21268  0.10
H  -3.66897  4.08313  0.88892  0.11
C  -1.77936  1.70875  -0.22355  -0.04
H  -1.49039  2.74023  -0.43133  0.13
H  -1.49169  1.46918  0.80447  0.13
C  -1.07249  0.76204  -1.21004  -0.15
N  -1.54315  -0.59733  -1.03772  0.06
C  -0.82681  -1.53273  -0.39743  -0.41
O  -1.10208  -2.71274  -0.33756  0.10
C  0.41318  -0.98438  0.31039  -0.02
N  1.11839  0.03394  -0.42791  0.01
C  0.44116  0.93682  -1.15646  -0.40
O  0.95432  1.86460  -1.75358  0.07
C  2.57474  0.09528  -0.31211  -0.27
C  3.05321  1.39135  0.34088  -0.11
C  4.57527  1.36209  0.45874  -0.19
N  5.16345  1.22919  -0.85715  -0.15
C  4.77252  -0.01792  -1.48040  -0.19
C  3.25871  -0.04461  -1.67139  -0.11
H  2.96043  0.79122  -2.30228  0.12
H  2.95888  -0.97853  -2.15043  0.12
H  5.26060  -0.08238  -2.45554  0.12
H  5.08253  -0.89478  -0.88082  0.13
C  6.59555  1.48657  -0.89778  -0.15
C  7.43362  0.48826  -0.13472  -0.22
C  7.70449  0.67403  1.21585  -0.05
C  8.41775  -0.27187  1.93093  -0.08
C  8.87101  -1.42009  1.30440  -0.10
C  8.61343  -1.61262  -0.04209  -0.08
C  7.90012  -0.66510  -0.75468  -0.05
H  7.71012  -0.81796  -1.80773  0.11
H  8.97087  -2.50275  -0.53941  0.10
H  9.42779  -2.15906  1.86172  0.10
H  8.62221  -0.11150  2.97975  0.10
H  7.36139  1.57240  1.70956  0.11
H  6.75416  2.49076  -0.49432  0.12
H  6.89118  1.48995  -1.95098  0.12
H  4.92183  2.30101  0.89698  0.12
H  4.87464  0.53584  1.13153  0.13
H  2.75558  2.23084  -0.28563  0.12
H  2.60604  1.50732  1.33024  0.12
H  2.87463  -0.74743  0.32150  0.15
H  0.07714  -0.60049  1.28586  0.14
H  1.07663  -1.83182  0.49500  0.13
H  -1.36502  1.07924  -2.22154  0.17
H  -2.91208  -0.87668  -2.59566  0.17
H  -3.84117  -2.97218  -2.84195  0.12
H  -5.04770  -4.92640  -1.94694  0.10
H  -5.44824  -5.10218  0.48574  0.10
H  -4.65743  -3.36708  1.99753  0.11
H  -3.57252  -1.90941  3.10643  0.12
H  -3.02317  -0.22994  2.94480  0.12
H  -5.24559  0.46093  2.10046  0.07
H  -5.40259  -0.31555  3.68332  0.08
H  -5.83546  -1.19950  2.21328  0.07

## Properties
Energy relative to the best compared isomer or geometry (same formula, charge and spin) (kcal/mol): 3.89
Calculated total energy (Eh): -1762.0153
Highest occupied orbital energy (eV): -7.83

# 3
Molecular formula: C34H37AsN4ORhS2Si
Method: DFT, the ωB97M-V functional and the def2-TZVPD basis

Each line ends with the Löwdin charge.
CARTESIAN COORDINATES (ANGSTROEM)
Rh  -0.44069  -1.33519  -0.62966  0.39
N  -1.77668  -0.84803  -2.49280  0.02
N  -1.53679  -1.72781  -3.55091  -0.04
C  -0.41795  -2.46714  -3.57982  -0.77
N  -0.21933  -3.21973  -4.66387  0.12
S  0.73234  -2.49444  -2.33223  0.73
H  -2.69818  -0.99910  -2.09231  0.07
H  -1.69059  0.11609  -2.80686  0.11
H  -2.17779  -1.73264  -4.32992  0.16
H  -0.83953  -3.21267  -5.45576  0.12
H  0.58733  -3.81923  -4.69367  0.11
C  -3.29706  -2.00172  2.69608  -0.17
Si  -3.27637  -1.30279  0.95482  0.36
C  -4.77464  -0.19917  0.68687  -0.16
C  -3.53332  -2.71991  -0.26977  -0.19
N  -1.83936  -0.40241  0.51430  -0.21
C  -1.72352  0.91342  0.95440  -0.31
C  -2.31017  1.33307  2.16193  -0.05
C  -2.31147  2.65312  2.57218  -0.08
C  -1.67143  3.62556  1.81694  -0.08
C  -1.01689  3.24192  0.65950  -0.04
C  -1.04767  1.92182  0.24608  -0.25
O  -0.30828  1.55408  -0.88633  -0.06
C  -0.40454  2.38587  -1.98647  -0.29
C  0.72194  2.53620  -2.78056  0.00
C  0.63500  3.28283  -3.94762  -0.07
C  -0.56245  3.88086  -4.31547  -0.09
C  -1.67933  3.73495  -3.50415  -0.07
C  -1.61066  2.98658  -2.33641  -0.02
H  -3.87857  -2.92580  2.73477  0.04
H  -3.74712  -1.30433  3.40593  0.03
H  -2.28498  -2.23010  3.03430  0.01
H  -5.66596  -0.68941  1.08761  0.04
H  -4.94892  -0.04023  -0.38156  0.03
H  -4.69247  0.77866  1.16125  0.03
H  -4.51694  -3.14055  -0.03901  0.04
H  -2.81846  -3.53977  -0.22607  -0.01
H  -3.59694  -2.38055  -1.30929  0.00
H  -2.78220  0.58754  2.78992  0.09
H  -2.80017  2.91880  3.50085  0.11
H  -1.66128  4.66001  2.13187  0.11
H  -0.47964  3.96871  0.06112  0.13
H  1.65240  2.08162  -2.46853  0.09
H  1.51546  3.40856  -4.56432  0.11
H  -0.62181  4.47008  -5.22029  0.11
H  -2.61243  4.21240  -3.77369  0.11
H  -2.47097  2.88873  -1.68458  0.13
S  -0.30412  -3.08171  0.80717  0.68
C  1.39237  -3.35149  1.18270  -0.67
C  1.82719  -4.57755  1.68664  -0.09
C  3.16512  -4.74674  1.99803  -0.06
C  4.08586  -3.71789  1.81208  -0.07
C  3.65724  -2.49593  1.32305  -0.07
C  2.31223  -2.32482  1.02081  -0.39
As  1.49050  -0.68879  0.47065  1.28
C  2.86320  0.27797  -0.47373  -0.34
C  3.80617  0.96111  0.29320  -0.11
C  4.88243  1.58192  -0.32371  -0.06
C  5.02412  1.52072  -1.70264  -0.06
C  4.09045  0.83282  -2.46423  -0.07
C  3.01195  0.20985  -1.85293  -0.14
C  1.17290  0.27886  2.10120  -0.34
C  0.78880  -0.46263  3.21518  -0.09
C  0.54782  0.18327  4.41725  -0.06
C  0.69580  1.56087  4.50687  -0.06
C  1.07273  2.29692  3.39363  -0.06
C  1.30693  1.65842  2.18508  -0.12
H  1.12380  -5.38922  1.82114  0.11
H  3.50183  -5.70092  2.38201  0.11
H  5.12917  -3.87410  2.04895  0.11
H  4.36023  -1.68499  1.17511  0.10
H  3.70935  1.01222  1.37014  0.10
H  5.60997  2.11172  0.27659  0.11
H  5.86401  2.00524  -2.18254  0.11
H  4.20150  0.77584  -3.53933  0.11
H  2.29104  -0.32384  -2.45874  0.05
H  0.67634  -1.53777  3.14816  0.09
H  0.25206  -0.39046  5.28574  0.11
H  0.51419  2.06288  5.44836  0.11
H  1.17847  3.37136  3.46105  0.11
H  1.59743  2.23810  1.31826  0.11

## Properties
Energy relative to the best compared isomer or geometry (same formula, charge and spin) (kcal/mol): 19.03
Calculated total energy (Eh): -5044.1397
Net charge: +1
Highest occupied orbital energy (spin up / spin down) (eV): -9.65 / -9.65